[1]
Here is a molecular structure, C15H16AuF5N2O2S from the Open Molecules 2025 dataset. Energies are from ωB97M-V/def2-TZVPD.

CARTESIAN COORDINATES (ANGSTROEM)
Au (-0.703, 0.760, 0.186)
F (2.014, 7.148, -1.499)
C (1.273, 6.183, -1.094)
C (1.796, 4.866, -1.165)
F (3.009, 4.704, -1.628)
C (1.023, 3.829, -0.751)
F (1.480, 2.608, -0.806)
C (-0.316, 4.052, -0.221)
S (-1.311, 2.905, 0.370)
C (-0.789, 5.442, -0.172)
F (-1.982, 5.661, 0.288)
C (-0.015, 6.478, -0.602)
F (-0.416, 7.721, -0.576)
N (-0.722, -1.057, -0.710)
C (-0.988, -1.982, -1.359)
N (-1.282, -3.025, -2.049)
C (-1.274, -4.383, -1.445)
C (-0.105, -5.156, -2.029)
O (-0.178, -5.175, -3.438)
C (-0.092, -3.882, -3.997)
C (-1.251, -3.016, -3.533)
H (-2.221, -4.851, -1.715)
H (-1.215, -4.290, -0.362)
H (-0.141, -6.191, -1.695)
H (0.847, -4.715, -1.704)
H (-0.133, -4.001, -5.079)
H (0.866, -3.415, -3.731)
H (-2.202, -3.427, -3.871)
H (-1.163, -1.987, -3.879)
C (1.171, -0.876, 4.046)
C (0.098, -0.012, 4.710)
C (-0.748, 0.416, 3.529)
O (0.183, 0.550, 2.420)
C (1.423, -0.154, 2.734)
H (0.799, -1.886, 3.873)
H (2.079, -0.946, 4.641)
H (0.543, 0.853, 5.203)
H (-0.488, -0.560, 5.445)
H (-1.241, 1.379, 3.664)
H (-1.497, -0.338, 3.274)
H (2.210, 0.595, 2.821)
H (1.655, -0.825, 1.907)

Its charge is +2. Its orbital gap (spin up / spin down) is 3.97 / 3.96 eV. As for the energy above the lowest of the compared OMol25 structures with the same formula, charge and spin: 0.0 kJ/mol. The HOMO energy (spin up / spin down) is -14.760 / -14.760 eV. As for the spin multiplicity: 1.



[2]
Here is a molecular structure, C15H16B2F4N5O7PtS from the Open Molecules 2025 dataset. Energies are from ωB97M-V/def2-TZVPD.

CARTESIAN COORDINATES (ANGSTROEM)
Pt (0.614, -1.016, 0.495)
C (-2.638, -0.281, 3.225)
C (-1.433, -0.107, 2.346)
N (-1.189, -1.005, 1.349)
O (-2.096, -1.778, 0.986)
B (-1.631, -3.013, -0.126)
F (-0.645, -3.649, 0.554)
F (-2.778, -3.629, -0.360)
O (-1.138, -2.353, -1.359)
N (0.025, -1.704, -1.214)
C (0.829, -1.499, -2.205)
C (0.574, -1.999, -3.578)
C (2.009, -0.638, -1.864)
N (2.086, -0.410, -0.600)
O (2.875, 0.507, -0.027)
B (2.441, 0.918, 1.374)
F (3.520, 1.336, 2.037)
F (1.809, -0.291, 2.041)
O (1.407, 1.961, 1.477)
N (0.039, 1.653, 1.370)
C (-0.530, 0.942, 2.532)
C (-0.267, 1.504, 3.874)
C (2.919, -0.018, -2.859)
H (-3.082, -1.260, 3.065)
H (-3.382, 0.481, 2.985)
H (-2.362, -0.185, 4.274)
H (-0.262, -2.692, -3.580)
H (1.465, -2.494, -3.966)
H (0.336, -1.162, -4.238)
H (0.609, 2.147, 3.852)
H (-0.111, 0.686, 4.579)
H (-1.124, 2.084, 4.230)
H (2.630, -0.270, -3.875)
H (3.942, -0.353, -2.683)
H (2.908, 1.067, -2.737)
O (-5.122, 2.589, 0.761)
S (-4.230, 3.110, -0.226)
O (-4.694, 3.980, -1.248)
N (-3.356, 1.847, -0.893)
C (-2.203, 1.788, -0.357)
O (-1.231, 0.936, -0.608)
C (-1.880, 2.845, 0.630)
C (-0.734, 2.908, 1.387)
C (-0.463, 4.047, 2.134)
C (-1.422, 5.057, 2.136)
C (-2.641, 4.943, 1.457)
C (-2.843, 3.819, 0.682)
H (-0.511, 1.134, 0.126)
H (0.461, 4.157, 2.682)
H (-1.221, 5.960, 2.697)
H (-3.380, 5.729, 1.524)

Its charge is +1. Its orbital gap (spin up / spin down) is 6.38 / 6.38 eV. As for the energy above the lowest of the compared OMol25 structures with the same formula, charge and spin: 0.0 kJ/mol. The HOMO energy (spin up / spin down) is -12.996 / -12.996 eV. As for the spin multiplicity: 1.



[3]
Here is a molecular structure, C15H16Br4ClN3O2Pd from the Open Molecules 2025 dataset. Energies are from ωB97M-V/def2-TZVPD.

CARTESIAN COORDINATES (ANGSTROEM)
Pd (0.389, -0.882, -0.548)
N (2.965, 1.033, -1.569)
C (2.998, 0.806, -0.126)
C (2.634, 2.081, 0.641)
C (1.131, 2.253, 0.880)
C (0.351, 2.826, -0.302)
N (0.203, 1.848, -1.365)
H (2.004, 1.332, -1.787)
H (3.086, 0.135, -2.037)
H (4.022, 0.509, 0.142)
H (2.293, -0.004, 0.207)
H (3.032, 2.939, 0.091)
H (3.125, 2.042, 1.618)
H (0.989, 2.916, 1.738)
H (0.702, 1.274, 1.130)
H (0.886, 3.696, -0.711)
H (-0.622, 3.187, 0.074)
H (-0.313, 2.245, -2.142)
H (-0.341, 1.026, -1.026)
Br (-4.200, 0.581, 4.899)
C (-3.496, 0.391, 3.140)
C (-4.298, 0.630, 2.047)
Br (-6.125, 1.154, 2.271)
C (-3.754, 0.477, 0.772)
Br (-4.775, 0.949, -0.778)
C (-2.454, 0.038, 0.516)
O (-2.011, -0.087, -0.668)
C (-1.606, -0.240, 1.683)
O (-0.391, -0.622, 1.566)
C (-2.175, -0.013, 2.934)
Br (-1.008, -0.292, 4.432)
Cl (2.675, -4.865, -0.456)
C (1.503, -3.742, -1.100)
C (0.176, -4.136, -1.214)
C (-0.701, -3.204, -1.754)
C (-0.197, -1.990, -2.252)
N (1.126, -1.668, -2.265)
C (1.927, -2.496, -1.553)
H (-0.147, -5.111, -0.887)
H (-1.758, -3.419, -1.831)
H (-0.836, -1.349, -2.860)
H (2.988, -2.249, -1.545)

Its charge is -2. Its orbital gap is 5.08 eV. As for the energy above the lowest of the compared OMol25 structures with the same formula, charge and spin: 67.1 kJ/mol. The HOMO energy is -0.631 eV. As for the spin multiplicity: 1.



[4]
Here is a molecular structure, C15H16Cl2FMnNSSi from the Open Molecules 2025 dataset. Energies are from ωB97M-V/def2-TZVPD.

CARTESIAN COORDINATES (ANGSTROEM)
Mn (-0.452, -0.825, 0.111)
C (4.172, 0.984, -0.692)
Si (2.392, 0.399, -0.655)
C (1.878, -0.343, 1.038)
C (2.149, -1.001, -1.916)
N (1.399, 1.783, -0.878)
C (0.114, 1.859, -1.166)
C (-0.415, 3.121, -1.595)
C (-1.711, 3.245, -2.027)
C (-2.550, 2.128, -2.040)
C (-2.080, 0.903, -1.558)
C (-0.801, 0.754, -1.070)
F (-1.217, -1.932, -1.079)
H (4.867, 0.175, -0.461)
H (4.334, 1.791, 0.023)
H (4.414, 1.363, -1.687)
H (2.750, -0.583, 1.647)
H (1.334, -1.294, 0.920)
H (1.268, 0.358, 1.616)
H (2.801, -1.853, -1.718)
H (2.351, -0.650, -2.929)
H (1.118, -1.374, -1.917)
H (0.271, 3.958, -1.609)
H (-2.085, 4.204, -2.362)
H (-3.572, 2.206, -2.387)
H (-2.751, 0.049, -1.547)
Cl (-2.042, 0.308, 1.715)
C (-3.022, -1.127, 1.883)
C (-4.395, -0.995, 1.926)
C (-5.167, -2.136, 2.065)
C (-4.562, -3.376, 2.174)
C (-3.180, -3.486, 2.127)
Cl (-2.468, -5.050, 2.261)
C (-2.364, -2.362, 1.952)
S (-0.625, -2.473, 1.845)
H (-4.851, -0.018, 1.851)
H (-6.245, -2.054, 2.087)
H (-5.155, -4.271, 2.293)

Its charge is 0. Its orbital gap (spin up / spin down) is 6.39 / 6.24 eV. As for the energy above the lowest of the compared OMol25 structures with the same formula, charge and spin: 276.3 kJ/mol. The HOMO energy (spin up / spin down) is -8.070 / -8.129 eV. As for the expectation value of S²: 8.90. As for the spin multiplicity: 6.



[5]
Here is a molecular structure, C15H16Cl2N3O5Pd from the Open Molecules 2025 dataset. Energies are from ωB97M-V/def2-TZVPD.

CARTESIAN COORDINATES (ANGSTROEM)
Pd (0.028, 0.920, -0.692)
Cl (1.738, -3.611, 0.655)
C (2.624, -2.201, 0.153)
C (4.028, -2.252, 0.118)
C (4.754, -1.165, -0.270)
Cl (6.499, -1.261, -0.302)
C (4.103, 0.036, -0.643)
C (4.745, 1.231, -1.053)
C (4.003, 2.322, -1.383)
C (2.592, 2.267, -1.326)
N (1.985, 1.169, -0.948)
C (2.705, 0.052, -0.599)
C (1.919, -1.061, -0.198)
O (0.620, -0.968, -0.185)
H (4.529, -3.166, 0.404)
H (5.826, 1.262, -1.092)
H (4.471, 3.248, -1.685)
H (1.951, 3.105, -1.580)
O (0.541, 4.558, -0.016)
C (-0.100, 3.485, 0.064)
O (-0.074, 2.688, 1.047)
C (-0.934, 3.067, -1.149)
O (-2.178, 3.053, -1.019)
O (-0.265, 2.750, -2.200)
C (-4.466, -0.432, 0.820)
C (-3.157, -1.197, 0.987)
C (-3.039, -2.303, -0.072)
C (-3.088, -1.814, 2.378)
N (-2.041, -0.238, 0.935)
N (-1.903, 0.414, -0.323)
H (-5.317, -1.102, 0.959)
H (-4.546, 0.013, -0.174)
H (-4.522, 0.374, 1.554)
H (-3.793, -3.074, 0.102)
H (-2.052, -2.770, -0.030)
H (-3.198, -1.928, -1.086)
H (-3.912, -2.514, 2.526)
H (-3.141, -1.032, 3.136)
H (-2.149, -2.358, 2.512)
H (-1.168, -0.727, 1.104)
H (-2.384, 1.336, -0.346)
H (-2.232, -0.176, -1.085)

Its charge is -1. Its orbital gap is 6.75 eV. As for the energy above the lowest of the compared OMol25 structures with the same formula, charge and spin: 62.6 kJ/mol. The HOMO energy is -4.579 eV. As for the spin multiplicity: 1.



[6]
Here is a molecular structure, C15H16Cl3IN5O2PbSSi from the Open Molecules 2025 dataset. Energies are from ωB97M-V/def2-TZVPD.

CARTESIAN COORDINATES (ANGSTROEM)
Pb (-1.101, -0.165, -0.795)
C (-0.785, 3.325, 2.860)
C (-0.130, 2.250, 2.034)
N (-0.236, 2.162, 0.727)
N (-0.821, 3.200, 0.156)
C (-0.924, 3.165, -1.180)
N (-1.347, 4.318, -1.703)
S (-0.603, 1.902, -2.311)
C (0.724, 1.300, 2.696)
C (0.483, 0.926, 4.062)
C (1.218, -0.059, 4.619)
C (2.288, -0.694, 3.853)
C (2.642, 0.032, 2.644)
N (1.822, 0.865, 2.041)
H (-1.440, 3.921, 2.235)
H (-1.380, 2.902, 3.670)
H (-0.040, 3.987, 3.307)
H (-1.467, 5.110, -1.092)
H (-1.434, 4.430, -2.698)
H (-0.336, 1.365, 4.609)
H (1.000, -0.426, 5.615)
H (3.067, -1.253, 4.362)
H (3.599, -0.092, 2.148)
I (0.085, -1.055, -7.073)
C (-1.230, -1.259, -5.481)
C (-2.531, -1.697, -5.672)
C (-3.359, -1.815, -4.567)
C (-2.857, -1.488, -3.323)
N (-1.603, -1.065, -3.138)
C (-0.801, -0.949, -4.199)
H (-2.893, -1.935, -6.663)
H (-4.379, -2.157, -4.667)
H (-3.478, -1.569, -2.438)
H (0.207, -0.607, -4.018)
C (3.497, -3.678, 1.929)
O (1.667, -2.218, -0.143)
C (0.900, -1.479, -1.265)
O (1.322, -1.669, -2.341)
H (3.068, -1.615, 1.519)
H (4.288, -4.260, 2.346)
H (1.505, -4.006, 1.209)
Cl (-0.726, -1.540, 2.282)
Si (1.105, -2.126, 2.983)
Cl (0.827, -3.663, 4.243)
Cl (2.332, -2.827, 1.351)

Its charge is +1. Its orbital gap (spin up / spin down) is 4.82 / 4.82 eV. The HOMO energy (spin up / spin down) is -9.876 / -9.876 eV. As for the spin multiplicity: 1.



Q: Which maximum force values were calculated for the entries above? A: 0.6, 1.3, 1.0, 1.2, 2.1, 4.4, in eV Å⁻¹.